# 1
ORCA calculation (the ωB97M-V functional and the def2-TZVPD basis) on C5H6Li2NdO4 as an isolated structure.

Cartesian coordinates (Å):
1 O -1.069 0.714 -0.514
2 C -2.056 0.139 0.008
3 O -2.068 -1.102 0.251
4 Li -0.414 -2.084 -0.028
5 Li -3.796 -1.874 0.244
6 O 1.363 -1.648 0.143
7 Nd 0.993 1.336 -0.565
8 C 2.001 -0.586 0.095
9 O 3.290 -0.707 0.385
10 C 4.016 0.472 0.728
11 H 4.937 0.138 1.214
12 H 4.267 1.046 -0.173
13 H 3.440 1.090 1.430
14 C -3.312 0.916 0.182
15 C -4.087 0.772 1.260
16 H -3.495 1.697 -0.558
17 H -4.987 1.371 1.388
18 H -3.830 0.083 2.072

## Properties
F_max: 3.772 eV Å⁻¹
Expectation value of S²: 3.771
2S+1: 4
E_HOMO (spin up / spin down): -0.7682 / -0.7664 Ha
Total charge: +3

=====

# 2
ORCA calculation (the ωB97M-V functional and the def2-TZVPD basis) on one molecule with the formula C2H6NOPS2.

Cartesian coordinates (Å):
1 C -0.896 -0.688 0.280
2 C -1.946 0.104 -0.473
3 N 2.432 1.121 0.587
4 O 0.249 -0.010 0.583
5 P 1.542 0.139 -0.482
6 S 2.424 -1.607 -0.799
7 S -3.564 -0.731 -0.548
8 H -1.477 -1.035 1.249
9 H -0.774 -1.575 -0.313
10 H -2.156 1.094 0.050
11 H -1.698 0.452 -1.457
12 H 2.452 2.073 0.679
13 H 3.413 0.661 0.645

## Properties
F_max: 5.738 eV Å⁻¹
E_HOMO (spin up / spin down): -0.3453 / -0.3238 Ha
Total charge: 0

=====

# 3
ORCA calculation (the ωB97M-V functional and the def2-TZVPD basis) on a 13-piece molecular cluster, H26O13 overall.

Cartesian coordinates (Å):
1 O 1.169 -3.340 0.102
2 H 1.775 -2.756 -0.352
3 H 0.636 -2.759 0.644
4 O -4.040 -1.036 0.518
5 H -3.212 -1.155 0.052
6 H -4.678 -0.850 -0.170
7 O 1.398 -0.969 -2.074
8 H 1.220 -1.795 -2.524
9 H 1.439 -0.318 -2.775
10 O -0.575 1.948 -1.686
11 H 0.339 1.769 -1.466
12 H -1.032 1.931 -0.846
13 O 2.570 2.517 -1.168
14 H 2.956 1.649 -1.053
15 H 2.661 2.698 -2.104
16 O -2.036 -0.994 -2.097
17 H -1.097 -0.835 -2.195
18 H -2.451 -0.286 -2.590
19 O -0.119 1.684 3.560
20 H -0.733 1.798 4.285
21 H -0.673 1.633 2.782
22 O -1.699 -2.996 -0.207
23 H -1.886 -2.215 -0.727
24 H -0.791 -3.214 -0.420
25 O 4.301 0.154 -0.994
26 H 3.572 -0.466 -1.006
27 H 4.652 0.129 -1.884
28 O 0.299 0.502 0.343
29 H -0.514 0.129 0.003
30 H 0.990 0.071 -0.160
31 O 0.762 3.291 1.113
32 H 1.699 3.346 0.926
33 H 0.555 2.360 1.028
34 O -0.073 -1.945 2.372
35 H 0.549 -2.022 3.096
36 H -0.301 -1.015 2.349
37 O -2.242 1.304 1.611
38 H -2.219 0.559 2.211
39 H -3.173 1.494 1.499

## Properties
F_max: 2.098 eV Å⁻¹
Expectation value of S²: 0.756
2S+1: 2
E_HOMO (spin up / spin down): -0.4916 / -0.4916 Ha
Total charge: +1

=====

Copy entry 1 word for word.
ORCA calculation (the ωB97M-V functional and the def2-TZVPD basis) on C5H6Li2NdO4 as an isolated structure.

Cartesian coordinates (Å):
1 O -1.069 0.714 -0.514
2 C -2.056 0.139 0.008
3 O -2.068 -1.102 0.251
4 Li -0.414 -2.084 -0.028
5 Li -3.796 -1.874 0.244
6 O 1.363 -1.648 0.143
7 Nd 0.993 1.336 -0.565
8 C 2.001 -0.586 0.095
9 O 3.290 -0.707 0.385
10 C 4.016 0.472 0.728
11 H 4.937 0.138 1.214
12 H 4.267 1.046 -0.173
13 H 3.440 1.090 1.430
14 C -3.312 0.916 0.182
15 C -4.087 0.772 1.260
16 H -3.495 1.697 -0.558
17 H -4.987 1.371 1.388
18 H -3.830 0.083 2.072

## Properties
F_max: 3.772 eV Å⁻¹
Expectation value of S²: 3.771
2S+1: 4
E_HOMO (spin up / spin down): -0.7682 / -0.7664 Ha
Total charge: +3